Entry 1:
The following is a DFT calculation (ωB97M-V/def2-TZVPD) of a molecular structure, C24H32N5OPPtSe3Te2 in a non-equilibrium geometry.

```
69
Properties=species:S:1:pos:R:3:forces:R:3:nbo_charge:R:1
Pt 0.0518 0.2601 -0.7107 1.25 -0.41 -0.92 0.746
C 3.5155 -2.1679 0.4885 -0.09 0.08 0.03 -0.249
C 2.6791 -1.0816 0.1879 0.13 -0.19 -0.01 0.090
N 1.4027 -1.2415 -0.0825 0.29 -0.26 0.18 -0.452
C 0.8739 -2.4906 -0.0851 -0.03 0.16 0.04 0.239
C 1.6348 -3.6229 0.1974 0.04 -0.21 0.02 -0.106
C 2.9948 -3.4327 0.4998 0.00 -0.08 -0.01 -0.118
C 1.0116 -4.9195 0.1419 0.07 0.12 0.00 -0.166
C -0.2921 -5.0485 -0.1771 -0.10 0.09 -0.03 -0.202
C -1.1016 -3.8914 -0.4541 -0.01 -0.21 0.02 -0.008
C -2.4682 -3.9586 -0.7810 0.03 -0.05 0.00 -0.145
C -3.1564 -2.8025 -1.0323 0.02 0.11 0.06 -0.243
C -2.4867 -1.5702 -0.9559 -0.05 -0.17 0.05 0.090
N -1.2102 -1.4924 -0.6526 -0.27 -0.15 -0.18 -0.448
C -0.5173 -2.6279 -0.4083 0.05 0.22 0.15 0.122
H 4.5567 -1.9859 0.7138 0.01 0.01 -0.02 0.233
H 3.0377 -0.0573 0.1619 -0.04 0.04 0.00 0.258
H 3.6143 -4.2909 0.7305 0.01 0.00 -0.01 0.222
H 1.6207 -5.7913 0.3442 0.00 0.00 0.01 0.221
H -0.7523 -6.0263 -0.2412 -0.01 0.00 0.03 0.222
H -2.9569 -4.9239 -0.8329 -0.01 0.00 -0.01 0.221
H -4.2048 -2.8167 -1.2939 -0.01 0.00 0.01 0.232
H -2.9872 -0.6261 -1.1426 0.03 0.02 -0.06 0.247
Se -1.7066 1.7759 -1.1892 -0.35 0.68 0.02 -0.390
Te -1.7349 2.1994 -3.7008 -0.14 -0.16 -0.21 0.055
Te 0.7591 1.4369 -4.2642 0.11 0.30 -0.20 0.155
Se 0.6102 -0.7305 -3.0771 -0.35 0.46 1.06 -0.329
Se 1.5092 2.0059 -0.1768 -0.49 -0.24 -0.10 -0.486
O -0.6296 -0.1716 1.9537 -0.13 -0.17 0.16 -1.172
P -0.9321 -0.1519 3.4082 0.03 -0.07 -0.04 2.457
N -1.9780 -1.3561 3.8020 -0.10 -0.03 0.01 -0.837
C -2.6283 -2.1945 2.7893 -0.01 0.02 -0.01 -0.195
C -3.4192 -3.1979 3.6262 0.00 0.05 0.00 -0.411
C -3.7907 -2.3897 4.8699 0.03 -0.04 0.00 -0.409
C -2.5146 -1.5978 5.1437 0.04 -0.03 -0.05 -0.204
N -1.6151 1.2502 3.9989 -0.06 0.21 -0.08 -0.805
C -0.9735 2.5345 3.6367 -0.03 -0.04 0.00 -0.222
C -1.6969 3.0371 2.3760 -0.04 -0.06 0.00 -0.425
C -3.0347 2.2693 2.3558 0.05 0.03 0.02 -0.427
C -3.0339 1.4779 3.6683 0.02 0.01 -0.02 -0.217
N 0.3797 -0.4329 4.3969 0.20 -0.14 -0.02 -0.811
C 0.8958 -1.8250 4.3797 0.01 0.04 0.02 -0.210
C 2.3904 -1.6911 4.1129 0.01 0.03 0.01 -0.404
C 2.7237 -0.3483 4.7532 -0.03 -0.03 -0.02 -0.410
C 1.5235 0.5041 4.3598 -0.04 0.06 0.06 -0.223
H -1.8940 -2.6710 2.1367 0.01 0.00 0.01 0.201
H -3.2962 -1.6028 2.1524 0.00 0.01 0.00 0.184
H -2.7780 -4.0358 3.9104 0.00 -0.01 -0.02 0.200
H -4.2831 -3.5898 3.0906 0.01 -0.03 0.01 0.216
H -4.0834 -3.0112 5.7150 -0.03 0.02 0.00 0.217
H -4.6139 -1.7099 4.6376 0.00 0.01 0.02 0.201
H -1.8128 -2.1915 5.7404 0.01 0.02 0.02 0.181
H -2.6891 -0.6584 5.6691 -0.02 0.00 0.00 0.215
H 0.0942 2.4185 3.4738 0.00 0.01 -0.01 0.216
H -1.1206 3.2234 4.4724 0.04 0.00 0.02 0.188
H -1.1107 2.8036 1.4893 0.02 0.04 -0.02 0.242
H -1.8395 4.1168 2.4077 0.01 0.01 0.00 0.209
H -3.0588 1.5849 1.5071 -0.02 0.01 -0.02 0.217
H -3.8974 2.9313 2.2836 -0.02 -0.02 -0.02 0.211
H -3.5793 0.5373 3.6095 -0.01 0.00 0.02 0.205
H -3.4683 2.0756 4.4753 -0.01 -0.02 0.02 0.188
H 0.3946 -2.4334 3.6250 0.00 0.01 -0.02 0.204
H 0.7201 -2.2881 5.3556 -0.03 -0.02 -0.01 0.183
H 2.5721 -1.6390 3.0374 -0.01 -0.02 0.01 0.201
H 2.9606 -2.5237 4.5252 0.01 -0.01 -0.03 0.212
H 3.6603 0.0812 4.3998 0.01 0.00 0.03 0.218
H 2.7735 -0.4523 5.8395 0.02 0.02 0.00 0.201
H 1.6707 0.9104 3.3509 0.00 -0.02 -0.01 0.202
H 1.3603 1.3318 5.0505 -0.01 0.01 -0.01 0.205
```
Positions in Å, forces in eV/Å.

Properties
Gap between HOMO and LUMO (spin up / spin down): 5.06 / 5.06 eV
E_tot: -258070.551 eV
Energy above the lowest of the compared OMol25 structures with the same formula, charge and spin: 25.1 kcal/mol

Entry 2:
The following is a DFT calculation (ωB97M-V/def2-TZVPD) of a molecular structure, C52H42BrClFeN6O3P2Se2 in a non-equilibrium geometry.

```
110
Properties=species:S:1:pos:R:3:forces:R:3:mulliken_charge:R:1
Fe 1.4367 -1.8495 -0.2665 0.70 1.21 0.91 2.761
C 5.7738 3.0595 1.9079 0.03 0.07 -0.20 -0.741
O 5.1630 2.5756 3.0936 -0.12 -0.09 0.12 -0.489
C 4.1850 1.6685 2.9694 -0.18 -0.19 -0.06 0.976
C 3.6912 1.1236 4.1757 0.01 -0.11 0.20 -1.284
C 2.7236 0.1637 4.1341 -0.08 0.28 0.12 -0.397
C 2.1944 -0.3180 2.9195 -0.30 0.19 -0.40 -0.691
C 1.2047 -1.3532 2.8818 0.24 0.97 0.69 0.990
C 0.4321 -1.6854 4.1343 -0.05 -0.16 -0.31 -1.764
O 0.9350 -2.0118 1.8640 -0.57 -0.63 -2.05 -1.205
C 2.6896 0.2282 1.6978 -0.28 -0.35 0.94 0.217
O 2.2745 -0.1442 0.5328 -0.82 -0.88 -1.67 -0.415
C 3.6714 1.2392 1.7642 -0.02 -0.05 -0.58 0.126
H 6.5157 3.7878 2.2211 -0.02 -0.03 0.03 0.284
H 5.0439 3.5407 1.2533 0.01 0.02 0.04 0.323
H 6.2624 2.2441 1.3673 -0.02 0.02 0.02 0.263
H 4.1131 1.4659 5.1097 0.00 0.00 0.02 0.515
H 2.3693 -0.2571 5.0651 0.00 0.00 0.04 0.482
H 0.1442 -0.7842 4.6697 0.03 0.01 0.02 0.430
H 1.0461 -2.3017 4.7925 0.01 -0.03 0.06 0.385
H -0.4521 -2.2496 3.8477 -0.01 -0.04 0.06 0.415
H 3.9947 1.6382 0.8142 0.09 0.03 0.03 0.293
Br 6.6478 -1.4027 4.5699 -0.04 -0.06 -0.14 -0.118
C 5.7635 -1.6675 2.9203 -0.07 0.02 0.22 -0.526
C 4.4773 -2.1834 2.9100 0.46 -0.23 -0.08 -0.613
C 3.8155 -2.3058 1.7052 0.39 -0.43 -0.57 0.504
C 4.4032 -1.9054 0.5032 0.69 -0.35 1.09 0.436
C 5.7146 -1.4244 0.5376 -0.11 -0.04 -0.29 -0.985
C 6.3926 -1.3099 1.7367 -0.04 0.03 0.01 -0.801
N 3.5914 -1.9684 -0.6380 -0.83 0.06 -0.28 0.317
C 4.0135 -1.7399 -1.8209 0.11 -0.05 0.20 -0.197
C 3.0748 -1.6695 -2.9299 0.55 0.15 -0.30 0.371
C 3.4750 -1.3324 -4.2162 0.00 -0.08 0.05 -1.053
C 2.5088 -1.2265 -5.2063 -0.20 -0.05 0.20 -0.479
C 1.1841 -1.4793 -4.8717 0.37 -0.06 0.00 -0.967
C 0.8860 -1.8184 -3.5578 -0.41 0.00 -0.16 -0.347
N 1.8131 -1.9025 -2.6172 -1.08 0.13 1.54 0.335
H 4.0029 -2.4823 3.8338 0.00 0.02 0.01 0.663
H 2.8024 -2.6872 1.6732 0.39 -0.04 0.09 0.423
H 6.2267 -1.1159 -0.3635 -0.03 0.06 -0.04 0.367
H 7.4020 -0.9237 1.7577 0.00 0.01 -0.02 0.474
H 5.0595 -1.5545 -2.0664 -0.04 -0.08 0.29 0.341
H 4.5203 -1.1577 -4.4304 0.01 0.04 0.01 0.524
H 2.7834 -0.9499 -6.2146 0.00 -0.01 -0.01 0.480
H 0.4002 -1.4239 -5.6128 -0.05 0.02 0.05 0.481
H -0.1336 -2.0208 -3.2541 0.01 0.09 0.04 0.522
Se -5.2642 -2.0541 0.1414 -0.10 0.38 0.01 -0.328
P -4.2623 -0.1967 -0.0192 -0.81 -0.80 0.15 -0.166
C -5.0270 0.7938 -1.3385 0.22 -0.01 0.16 1.226
C -5.7014 1.9969 -1.1669 0.10 -0.07 0.03 -0.110
C -6.3513 2.5801 -2.2467 -0.07 0.05 -0.01 -0.620
C -6.3315 1.9681 -3.4901 -0.06 -0.03 0.05 -0.823
C -5.6606 0.7637 -3.6625 -0.04 0.02 0.04 -0.586
C -5.0143 0.1778 -2.5901 0.06 0.06 -0.05 -0.780
C -4.2550 0.6292 1.5926 0.13 -0.01 -0.25 0.232
C -5.4192 1.1933 2.1075 0.06 0.04 -0.04 -0.447
C -5.4330 1.6731 3.4075 -0.03 0.00 -0.04 -0.930
C -4.3027 1.5617 4.2040 0.03 -0.01 0.06 -0.618
C -3.1576 0.9571 3.7068 -0.05 -0.07 -0.01 -0.596
C -3.1335 0.4866 2.4046 0.02 0.12 0.05 0.236
C -2.5353 -0.4954 -0.4665 0.62 -0.01 -0.32 0.261
C -1.3722 0.1982 -0.8617 0.01 -0.10 0.31 -0.496
N -0.4186 -0.7451 -0.9667 1.07 -0.22 0.33 0.980
N -0.9420 -1.9177 -0.6746 0.47 -0.39 0.05 0.252
N -2.1996 -1.8029 -0.3722 -0.02 -0.26 0.18 -1.175
P -0.7781 1.8760 -1.2100 0.00 0.11 0.01 1.158
Se 1.3378 1.8277 -1.3125 -0.19 0.42 -0.26 -0.382
C -1.3989 2.8413 0.2135 0.16 -0.13 -0.21 0.406
C -0.4867 3.0752 1.2412 0.02 0.02 0.09 -0.472
C -0.9022 3.6798 2.4162 -0.01 0.00 0.02 -0.767
C -2.2231 4.0707 2.5719 -0.03 0.06 -0.04 -0.710
C -3.1298 3.8545 1.5475 -0.02 0.05 -0.02 -1.013
C -2.7257 3.2286 0.3797 0.08 0.10 -0.09 0.324
C -1.4987 2.3371 -2.8269 0.05 0.00 0.17 0.653
C -0.6760 2.1568 -3.9387 0.00 -0.05 -0.12 -0.510
C -1.1358 2.4551 -5.2102 -0.06 -0.04 -0.02 -0.866
C -2.4208 2.9442 -5.3893 -0.01 0.00 0.02 -0.588
C -3.2398 3.1333 -4.2885 0.02 0.08 -0.07 -1.041
C -2.7898 2.8216 -3.0152 0.05 0.05 0.04 -0.158
H -5.7286 2.4791 -0.1987 0.00 0.03 -0.01 0.097
H -6.8871 3.5101 -2.1083 0.00 0.01 -0.01 0.422
H -6.8531 2.4219 -4.3225 -0.01 0.01 -0.01 0.459
H -5.6630 0.2728 -4.6263 0.04 0.01 -0.02 0.435
H -4.5166 -0.7778 -2.7048 -0.03 -0.01 -0.02 0.444
H -6.3174 1.2308 1.5053 -0.03 -0.02 0.03 0.739
H -6.3374 2.1153 3.8035 0.00 0.01 0.03 0.429
H -4.3246 1.9226 5.2238 0.00 0.02 0.01 0.448
H -2.2866 0.8387 4.3381 0.01 0.03 0.01 0.389
H -2.2472 -0.0052 2.0241 0.04 0.04 -0.01 0.361
H 0.5504 2.7891 1.1209 -0.02 -0.03 -0.05 0.269
H -0.1865 3.8478 3.2095 0.02 0.02 0.02 0.456
H -2.5479 4.5483 3.4859 0.00 0.01 0.03 0.427
H -4.1594 4.1657 1.6618 -0.03 -0.03 0.00 0.432
H -3.4528 3.0481 -0.3949 -0.04 -0.04 0.07 -0.017
H 0.3341 1.7921 -3.8112 0.00 0.05 0.09 0.231
H -0.4834 2.3179 -6.0623 0.02 -0.01 -0.02 0.434
H -2.7825 3.1772 -6.3817 0.01 0.04 -0.02 0.412
H -4.2364 3.5327 -4.4133 0.00 -0.02 -0.01 0.536
H -3.4623 2.9645 -2.1875 -0.04 0.03 -0.06 0.538
Cl 2.8700 -7.6078 1.2582 0.02 0.04 0.03 -0.206
C 1.9788 -6.5134 0.2732 -0.12 0.11 -0.14 -0.076
C 1.1027 -6.9803 -0.6945 0.06 0.04 0.00 -0.144
C 0.4143 -6.0519 -1.4569 0.09 0.02 0.10 -1.081
C 0.6228 -4.7052 -1.2212 -0.09 -0.08 -0.13 -0.118
N 1.4752 -4.2599 -0.2945 -0.44 1.09 -0.34 0.282
C 2.1388 -5.1459 0.4397 0.23 -0.01 0.27 -0.515
H 0.9713 -8.0422 -0.8451 -0.01 -0.03 0.02 0.453
H -0.2784 -6.3673 -2.2228 -0.04 0.01 0.00 0.429
H 0.0833 -3.9484 -1.7714 -0.06 -0.07 0.00 0.279
H 2.8212 -4.7669 1.1893 0.02 -0.04 -0.01 0.584
```
Positions in Å, forces in eV/Å.

Properties
Gap between HOMO and LUMO (spin up / spin down): 4.10 / 4.44 eV
E_tot: -335903.880 eV
Spin multiplicity: 2
Energy above the lowest of the compared OMol25 structures with the same formula, charge and spin: 67.0 kcal/mol
Net charge: +1

Entry 3:
The following is a DFT calculation (ωB97M-V/def2-TZVPD) of a molecular structure, CH5ClO4V in a non-equilibrium geometry.

```
12
Properties=species:S:1:pos:R:3:forces:R:3:nbo_charge:R:1
V -0.2111 0.1583 -1.2052 0.87 -0.53 -0.70 1.201
C 1.2712 -0.3843 -2.6152 -0.90 0.27 1.14 -1.166
H 2.2569 0.0601 -2.4437 -0.25 -0.11 -0.39 0.234
H 1.3060 -1.4701 -2.7662 0.09 0.34 -0.26 0.222
H 0.6681 0.1364 -3.3892 0.63 -0.19 -0.48 0.167
H -2.1298 0.7657 -0.5617 0.02 0.29 1.25 0.020
H -2.3203 0.6438 -1.2513 -0.23 -0.17 -0.91 0.029
O 0.2824 0.0586 2.5199 0.13 0.01 -1.09 -0.745
Cl 0.8598 -0.0987 1.2230 0.71 -0.27 0.59 2.456
O 2.2449 -0.4559 1.2952 -1.28 0.34 -0.31 -0.738
O 0.0864 -1.1425 0.4178 0.45 1.40 0.57 -0.837
O 0.6887 1.1777 0.3963 -0.24 -1.35 0.58 -0.843
```
Positions in Å, forces in eV/Å.

Properties
Gap between HOMO and LUMO (spin up / spin down): 7.96 / 8.18 eV
E_tot: -47507.631 eV
Spin multiplicity: 4
Energy above the lowest of the compared OMol25 structures with the same formula, charge and spin: 0.0 kcal/mol

Question: What is the formula in the second record?
Answer: C52H42BrClFeN6O3P2Se2

Question: Look up the E_tot of the first one.
Answer: -258070.551 eV

Repeat the third record exactly.
The following is a DFT calculation (ωB97M-V/def2-TZVPD) of a molecular structure, CH5ClO4V in a non-equilibrium geometry.

```
12
Properties=species:S:1:pos:R:3:forces:R:3:nbo_charge:R:1
V -0.2111 0.1583 -1.2052 0.87 -0.53 -0.70 1.201
C 1.2712 -0.3843 -2.6152 -0.90 0.27 1.14 -1.166
H 2.2569 0.0601 -2.4437 -0.25 -0.11 -0.39 0.234
H 1.3060 -1.4701 -2.7662 0.09 0.34 -0.26 0.222
H 0.6681 0.1364 -3.3892 0.63 -0.19 -0.48 0.167
H -2.1298 0.7657 -0.5617 0.02 0.29 1.25 0.020
H -2.3203 0.6438 -1.2513 -0.23 -0.17 -0.91 0.029
O 0.2824 0.0586 2.5199 0.13 0.01 -1.09 -0.745
Cl 0.8598 -0.0987 1.2230 0.71 -0.27 0.59 2.456
O 2.2449 -0.4559 1.2952 -1.28 0.34 -0.31 -0.738
O 0.0864 -1.1425 0.4178 0.45 1.40 0.57 -0.837
O 0.6887 1.1777 0.3963 -0.24 -1.35 0.58 -0.843
```
Positions in Å, forces in eV/Å.

Properties
Gap between HOMO and LUMO (spin up / spin down): 7.96 / 8.18 eV
E_tot: -47507.631 eV
Spin multiplicity: 4
Energy above the lowest of the compared OMol25 structures with the same formula, charge and spin: 0.0 kcal/mol